# 1
A molecular structure, C19H68B2NO38, computed with ωB97M-V with the def2-TZVPD basis set.

Properties
Molar mass (g mol⁻¹): 940.3
HOMO-LUMO gap (eV): 8.43
E_HOMO (eV): -7.58
Relative energy (zero: lowest compared OMol25 entry of this formula, charge and spin) (kcal/mol): 0.00
Spin multiplicity: 1
Total charge: -1
Strongest force on any atom (eV Å⁻¹): 13.3

The geometry in XYZ format:
```
128
Properties=species:S:1:pos:R:3:mulliken_charge:R:1
C -23.87620 -21.53900 -19.54863 -1.377
C -24.15798 -22.97994 -19.30398 0.851
C -23.42603 -24.03951 -20.14065 1.595
C -23.45846 -25.45521 -19.48516 -0.660
N -22.89438 -26.58674 -20.25763 1.762
C -21.47884 -26.37783 -20.48580 -0.061
C -21.16121 -26.10577 -21.94310 -1.229
C -22.54311 -26.14332 -22.68020 -1.354
C -23.51652 -26.84042 -21.70404 -0.673
C -23.12105 -27.86258 -19.55061 -1.029
C -24.50763 -28.38479 -19.28092 1.698
C -24.49105 -29.71814 -18.43294 -1.395
H -24.38339 -20.92053 -18.91363 0.712
H -24.02987 -21.35961 -20.57876 0.087
H -22.72140 -21.36658 -19.58949 0.051
H -25.26011 -23.11532 -19.00595 -0.283
H -23.52626 -23.15086 -18.30289 -0.362
H -22.48146 -23.53404 -20.54397 0.401
H -24.02081 -24.12615 -21.15753 -0.852
H -24.45893 -25.71077 -19.18666 0.262
H -22.85217 -25.30162 -18.55991 0.286
H -20.91803 -27.11326 -19.98243 0.640
H -21.29552 -25.33198 -20.16860 -0.324
H -20.65987 -27.00092 -22.33748 0.136
H -20.74805 -25.13524 -22.04634 0.648
H -22.84325 -26.66799 -23.45665 1.389
H -22.82610 -25.16011 -22.94318 -0.440
H -23.33970 -27.73886 -22.04213 1.315
H -24.37918 -26.57892 -22.04467 -0.357
H -22.71352 -27.82975 -18.51682 0.203
H -22.43554 -28.60703 -19.99990 0.604
H -24.88194 -28.52938 -20.21604 -0.862
H -25.09699 -27.56284 -18.97315 0.243
H -24.20804 -30.53608 -19.10208 0.276
H -25.57566 -29.99675 -18.09569 0.009
H -23.87617 -29.52154 -17.69785 0.469
O -25.29317 -29.99531 -26.03622 -0.623
C -25.74104 -29.11700 -25.35379 0.087
O -26.73258 -29.35151 -24.57000 -0.625
B -26.72321 -28.37733 -23.51062 1.418
O -25.60169 -27.44134 -23.90121 0.245
C -25.09445 -27.94370 -24.92774 0.805
O -24.23525 -27.37374 -25.61199 -0.705
O -26.37657 -29.02475 -22.20139 -0.709
C -27.31975 -28.67392 -21.42553 1.031
O -27.44867 -29.15148 -20.26697 -0.836
C -28.21447 -27.83938 -22.08489 0.489
O -27.98846 -27.76872 -23.26336 -0.776
O -29.36285 -27.66729 -21.63922 -0.771
O -28.41632 -23.36147 -19.69086 -0.857
C -27.87913 -23.89403 -20.68321 -0.079
O -27.88908 -23.32607 -21.84829 -0.435
B -26.97179 -24.19616 -22.65424 1.062
O -26.49896 -25.24990 -21.77139 -0.261
C -27.07940 -25.01465 -20.60270 1.358
O -27.29026 -25.98108 -19.91851 -0.811
O -25.81311 -23.37510 -23.06420 0.044
C -25.83623 -23.38927 -24.26036 0.675
O -24.73530 -23.15261 -24.86244 -0.738
C -26.79960 -24.21260 -24.81226 0.283
O -27.52662 -24.67338 -23.96561 -0.720
O -27.25467 -24.25248 -26.02280 -0.741
O -20.39919 -22.31064 -18.09295 -0.650
H -20.51123 -21.31151 -18.31050 0.417
H -21.24372 -22.54826 -17.57713 0.271
O -17.82181 -27.11574 -23.14284 -0.572
H -17.85824 -26.81346 -22.23249 0.376
H -17.04938 -27.45577 -23.28912 0.256
O -20.28195 -29.39916 -21.85392 -0.615
H -19.98163 -29.48421 -20.98265 0.213
H -19.51763 -29.79764 -22.47128 0.274
O -27.30881 -22.69740 -17.33713 -0.691
H -27.68025 -22.69464 -18.26720 0.397
H -27.08887 -21.73272 -17.08634 0.259
O -23.10976 -22.01034 -22.92352 -0.342
H -23.41710 -22.70405 -23.33400 0.095
H -22.45604 -21.59345 -23.44751 0.212
O -20.62707 -29.39727 -17.29787 -0.651
H -20.33529 -29.79589 -18.08931 0.320
H -20.66650 -28.49147 -17.54434 0.298
O -25.91146 -32.32236 -16.80574 -0.662
H -25.41572 -33.11898 -17.14558 0.308
H -26.57138 -32.19114 -17.60526 0.339
O -24.79364 -20.07665 -23.08818 -0.718
H -24.89976 -20.06600 -23.99284 0.261
H -24.21902 -20.83872 -22.81325 0.354
O -19.94957 -26.69426 -17.36787 -0.568
H -20.63679 -26.26079 -16.99188 0.258
H -19.17433 -26.14797 -17.02254 0.310
O -19.19371 -23.86540 -20.42147 -0.714
H -19.21673 -23.02616 -20.87926 0.253
H -19.22208 -23.42700 -19.43899 0.299
O -22.55230 -29.91993 -23.42007 -0.516
H -21.79086 -29.95398 -22.94910 0.268
H -23.01028 -30.77241 -23.47607 0.316
O -26.18133 -28.46872 -15.73566 -0.688
H -25.59812 -27.72926 -15.80478 0.456
H -25.47643 -29.03251 -15.48481 0.358
O -26.31883 -25.37997 -17.46317 -0.655
H -26.51366 -24.49369 -17.43481 0.350
H -26.56302 -25.69528 -18.35042 -0.270
O -21.80316 -25.32584 -16.06442 -0.693
H -21.73367 -24.46602 -15.57881 0.303
H -22.59710 -25.87000 -15.92390 0.277
O -20.31080 -19.53081 -18.61588 -0.674
H -20.93672 -19.56249 -19.31813 0.410
H -19.48036 -19.32510 -18.89566 0.268
O -28.06501 -27.84848 -17.60813 -0.657
H -27.31056 -28.08050 -17.15631 0.374
H -27.89347 -28.28361 -18.39051 0.362
O -24.44927 -26.40048 -15.73936 -0.767
H -24.94887 -26.00928 -15.00842 0.313
H -24.80102 -25.90950 -16.37958 0.317
O -18.05541 -26.39951 -20.39538 -0.748
H -18.34299 -25.41638 -20.30558 0.360
H -17.99605 -26.67004 -19.37872 0.279
O -21.96288 -22.60511 -15.66918 -0.611
H -21.46278 -22.44483 -14.86128 0.262
H -22.85681 -22.77479 -15.47389 0.302
O -27.16855 -31.85925 -19.74315 -0.749
H -28.12163 -32.01984 -19.56937 0.288
H -27.03593 -30.95501 -19.86316 0.401
O -21.80666 -19.50899 -21.03852 -0.670
H -20.95658 -19.36652 -21.60423 0.326
H -22.35259 -19.97024 -21.72657 0.300
O -22.21388 -29.71956 -15.15167 -0.644
H -23.05202 -30.12755 -15.13557 0.295
H -21.92227 -29.64719 -16.06919 0.381
```

---

# 2
A molecular structure, C19H6Cl6F6N3O8S2Sn, computed with ωB97M-V with the def2-TZVPD basis set.

Properties
Molar mass (g mol⁻¹): 913.8
HOMO-LUMO gap (eV): 7.09
E_HOMO (eV): -12.57
Relative energy (zero: lowest compared OMol25 entry of this formula, charge and spin) (kcal/mol): 32.35
Spin multiplicity: 1
Total charge: +1
Strongest force on any atom (eV Å⁻¹): 3.9

The geometry in XYZ format:
```
51
Properties=species:S:1:pos:R:3:mulliken_charge:R:1
Sn -0.98990 0.42171 -0.54728 2.252
F -4.88276 -2.21408 0.27213 -0.210
C -3.73860 -2.33227 -0.36802 0.729
F -3.58221 -1.30218 -1.20939 -0.173
F -3.70074 -3.45111 -1.05238 -0.199
S -2.32772 -2.35856 0.86877 1.012
O -1.24894 -1.61506 0.10875 -0.632
O -2.04273 -3.71090 1.13996 -0.565
N -2.82814 -1.55957 2.13896 -0.569
S -2.70885 -0.00797 2.10271 0.960
O -3.20143 0.56158 0.83146 -0.606
O -1.38275 0.52095 2.35998 -0.513
C -3.85489 0.51124 3.45761 0.490
F -3.72410 1.81303 3.59510 -0.160
F -3.51463 -0.11838 4.55624 -0.159
F -5.07834 0.19765 3.08556 -0.172
O 2.14094 -2.11235 -4.92469 -0.514
C 2.90660 -2.05114 -3.85615 0.481
O 4.05781 -2.37812 -3.86944 -0.543
C 2.29006 -1.55728 -2.55451 -0.536
C 2.96038 -1.59215 -1.34042 0.573
Cl 4.55899 -2.06451 -1.10230 -0.102
N 2.14450 -1.11817 -0.36118 -0.147
N 0.96067 -0.73375 -0.91733 0.300
C 1.03902 -1.02465 -2.22261 -0.003
C -0.14477 -0.68790 -3.08309 1.020
O -0.22621 -1.03882 -4.23247 -0.732
O -1.07554 -0.00265 -2.47739 -0.325
C 2.39537 -1.00438 1.06463 1.179
C 3.33044 -1.81055 1.70824 -0.823
C 3.52707 -1.68181 3.07437 -0.864
C 2.80640 -0.75821 3.81021 -0.614
C 1.87443 0.03624 3.16718 -1.251
C 1.67334 -0.09319 1.80446 0.545
H 1.23491 -1.76438 -4.77830 0.412
H 3.89535 -2.54324 1.16804 0.454
H 4.25619 -2.31389 3.56308 0.407
H 2.96148 -0.66706 4.87695 0.437
H 1.30061 0.76796 3.72022 0.473
H 0.96589 0.54346 1.32575 -0.230
Cl 1.96086 2.02984 0.16068 -0.162
C 0.66711 2.89877 -0.53914 0.801
C -0.57663 2.33551 -0.77401 -0.789
C -1.54897 2.98118 -1.53069 0.030
Cl -3.04143 2.19760 -1.70457 -0.114
C -1.31058 4.25808 -2.01549 0.102
Cl -2.55160 5.09488 -2.83633 -0.154
C -0.09893 4.87827 -1.71316 0.359
Cl 0.20129 6.45395 -2.28998 -0.132
C 0.87938 4.21716 -0.96893 0.116
Cl 2.39228 4.94925 -0.69183 -0.143
```

---

# 3
A molecular structure, C19H6Cl6N2O9Ta, computed with ωB97M-V with the def2-TZVPD basis set.

Properties
Molar mass (g mol⁻¹): 799.9
HOMO-LUMO gap (eV): 6.73
E_HOMO (eV): -12.49
Relative energy (zero: lowest compared OMol25 entry of this formula, charge and spin) (kcal/mol): 38.76
Spin multiplicity: 1
Total charge: +1
Strongest force on any atom (eV Å⁻¹): 3.3

The geometry in XYZ format:
```
43
Properties=species:S:1:pos:R:3:mulliken_charge:R:1
Ta -0.46127 0.60303 -0.99717 1.816
O 0.65763 -5.10677 0.13373 -0.508
C 0.27433 -4.55867 1.26243 0.476
O -0.10557 -5.19927 2.19953 -0.537
C 0.33833 -3.04957 1.37813 -0.182
C 0.15123 -2.35977 2.58673 0.345
Cl -0.31447 -3.05077 4.04603 -0.079
N 0.28773 -1.02647 2.34293 0.358
N 0.46423 -0.81817 1.01963 -0.704
C 0.52053 -2.03217 0.43623 0.174
C 0.68303 -2.08847 -1.03207 0.992
O 0.96953 -3.08087 -1.64827 -0.685
O 0.47203 -0.90157 -1.56777 -0.176
C 0.38513 0.02833 3.28733 0.820
C 0.75833 -0.21947 4.60783 -0.643
C 0.82433 0.82543 5.51343 -0.835
C 0.55553 2.12413 5.11563 -0.475
C 0.24593 2.38003 3.78913 -0.841
C 0.15993 1.34123 2.88033 -0.289
H 0.91143 -4.51017 -0.60297 0.407
H 1.02263 -1.20897 4.93423 0.447
H 1.09813 0.61753 6.53663 0.394
H 0.60483 2.93083 5.82993 0.418
H 0.06903 3.39083 3.45923 0.438
H -0.06787 1.55253 1.84743 0.598
Cl 2.20123 1.44573 -7.46187 -0.137
C 1.21593 1.33203 -6.07857 0.462
C 1.76453 1.58113 -4.81017 -0.288
Cl 3.40613 2.00983 -4.63757 -0.158
C 0.93573 1.46723 -3.70047 0.971
Cl 1.46573 1.77533 -2.08267 -0.232
C -0.42387 1.13773 -3.80607 -0.022
O -1.13717 1.06463 -2.69907 -0.527
C -0.96467 0.91253 -5.08217 0.183
Cl -2.61337 0.50033 -5.20107 -0.135
C -0.14377 1.01203 -6.21157 0.144
Cl -0.80837 0.75203 -7.75267 -0.127
O -2.78067 3.02123 1.16173 -0.459
C -2.28827 2.14333 0.54283 0.680
O -1.10647 2.08423 -0.03597 -0.528
C -2.99947 0.72143 0.26613 0.514
O -4.12657 0.49613 0.54153 -0.440
O -2.10127 -0.03967 -0.31037 -0.630
```

---

# 4
A molecular structure, C19H72O19P2S, computed with ωB97M-V with the def2-TZVPD basis set.

Properties
Molar mass (g mol⁻¹): 698.8
HOMO-LUMO gap (eV): 6.66
E_HOMO (eV): -6.73
Spin multiplicity: 1
Strongest force on any atom (eV Å⁻¹): 12.8

The geometry in XYZ format:
```
113
Properties=species:S:1:pos:R:3:mulliken_charge:R:1
C 3.13205 -1.87824 2.33533 -0.258
C 2.48944 -2.21105 3.70483 -0.882
C 1.34570 -3.22383 3.58135 -0.983
C -0.03069 -2.61900 3.18904 0.816
C -0.35854 -1.24257 3.79640 -1.820
C -0.08748 -0.09890 2.81550 -0.390
C -1.00708 -0.17039 1.55494 1.910
C -1.88579 1.07130 1.32133 -2.483
C -1.22672 2.23475 0.55390 -0.023
C 0.30290 2.41755 0.74320 -1.450
C 1.10577 1.67708 -0.32993 1.155
C 2.59377 2.05690 -0.38144 -0.779
C 3.41903 1.12055 -1.29756 -0.548
C 2.57538 0.06631 -2.01573 -0.173
C 2.42573 -1.23001 -1.17307 1.774
C 2.52041 -2.52614 -1.99191 -1.216
P 0.92964 -3.05586 -2.78029 -0.468
C 0.05385 -4.25240 -1.64424 -0.911
C 0.18305 -3.70547 -0.18000 0.507
C -1.10023 -3.12128 0.42083 0.728
O -0.52473 -4.40855 0.80675 -0.598
P -0.45122 -1.36798 -2.93624 1.534
O -0.51428 -0.41572 -1.60085 -0.064
O -1.94662 -2.00939 -3.10001 -0.716
S -0.09282 -0.29004 -4.48994 -0.509
H 3.81025 -2.69578 2.08938 0.509
H 2.39099 -1.66457 1.56087 -0.517
H 3.76366 -0.97770 2.45601 0.170
H 3.28245 -2.70234 4.28405 0.507
H 2.24271 -1.30342 4.25685 0.328
H 1.62264 -3.91014 2.77699 0.182
H 1.22666 -3.85981 4.46532 0.420
H -0.12700 -2.63308 2.09915 -0.826
H -0.79887 -3.30418 3.56953 0.481
H 0.20625 -1.03030 4.70976 0.439
H -1.41588 -1.18264 4.08169 0.462
H 0.93909 -0.07491 2.42985 -0.185
H -0.25341 0.87644 3.28485 0.731
H -0.45039 -0.49688 0.66768 -0.650
H -1.70169 -0.99107 1.77847 1.061
H -2.33414 1.36085 2.27613 0.722
H -2.73104 0.72369 0.71070 0.242
H -1.68859 3.16487 0.90677 0.497
H -1.42688 2.21967 -0.51543 0.151
H 0.50908 3.48223 0.55455 0.686
H 0.67813 2.21969 1.74926 0.217
H 1.02792 0.60088 -0.17184 -0.674
H 0.67015 1.99860 -1.28334 0.029
H 3.01454 1.97262 0.63099 0.127
H 2.76846 3.10405 -0.65122 0.285
H 3.98625 1.71433 -2.01334 0.121
H 4.17509 0.58513 -0.72524 0.478
H 1.61971 0.43379 -2.39316 -0.270
H 3.13327 -0.24437 -2.91095 0.595
H 1.55520 -1.19334 -0.51142 -1.448
H 3.30288 -1.21673 -0.51318 0.212
H 2.94020 -3.30061 -1.33835 0.497
H 3.25112 -2.41609 -2.79568 0.658
H 0.55590 -5.22062 -1.61616 0.483
H -1.00994 -4.30255 -1.85831 0.355
H 1.11448 -3.21929 0.08821 0.426
H -0.70879 -2.26690 0.96546 -0.429
H -2.03225 -3.19750 -0.11403 -0.004
H -0.46121 -0.92250 -0.77419 -1.228
H -2.46558 -1.90198 -2.27579 0.296
O -3.01123 0.54309 -0.31826 -0.368
H -2.16730 0.27941 -0.70485 0.250
H -3.32610 1.24807 -0.89479 0.161
O -4.00453 -3.01773 -1.60569 -0.651
H -4.18461 -3.16964 -0.66999 0.268
H -3.77182 -3.89017 -1.94517 0.316
O -2.71998 -4.50266 3.30926 -0.524
H -2.96303 -4.81428 4.18813 0.220
H -2.36981 -5.28594 2.87062 0.384
O -4.02807 -1.39100 2.69197 -0.578
H -4.85844 -1.78153 2.40161 0.302
H -3.58110 -2.10764 3.15892 0.221
O 0.20726 3.54766 -4.73564 -0.655
H 0.00913 3.38927 -3.80514 0.343
H 0.43587 2.67654 -5.07774 0.275
O -4.62375 0.71954 -3.02500 -0.615
H -3.77171 0.29215 -2.88272 0.309
H -5.13371 0.06383 -3.51089 0.271
O 6.34420 0.86901 -1.66110 -0.631
H 6.43243 1.82858 -1.67322 0.314
H 6.43828 0.61421 -2.58472 0.296
O 4.58419 1.36134 2.73324 -0.585
H 5.48796 1.17379 2.45702 0.288
H 4.63057 2.24950 3.10227 0.252
O -3.44674 3.19073 -1.21601 -0.526
H -4.16405 3.07604 -0.58557 0.303
H -3.13470 4.08959 -1.05426 0.160
O 0.82875 6.14625 -3.90897 -0.624
H 1.13330 6.86580 -4.46961 0.308
H 0.90915 5.35518 -4.46462 0.357
O -4.74513 3.92460 -3.88131 -0.642
H -5.62523 3.58177 -4.06199 0.288
H -4.33588 3.23629 -3.34564 0.331
O 4.48008 3.85455 -3.43187 -0.605
H 3.75378 3.38377 -3.85511 0.298
H 4.28918 4.78260 -3.60291 0.312
O -3.20225 6.16414 -0.23987 -0.590
H -3.80675 6.76227 0.21261 0.289
H -2.33291 6.54515 -0.07691 0.299
O -3.52852 -5.19603 1.81874 -0.773
H -3.97763 -4.46022 2.24995 0.425
H -2.59592 -4.94575 1.83554 0.240
O -2.91934 8.96566 1.08481 -0.617
H -2.90158 9.19651 0.14930 0.324
H -2.73833 9.79430 1.53972 0.290
O 3.48186 -5.23935 2.02753 -0.593
H 2.80198 -5.61486 1.45762 0.295
H 3.49263 -5.82212 2.79420 0.297
```